No. 1
A molecular structure, C31H30N10O2OsS2Si, computed with ωB97M-V/def2-TZVPD.

```
77
Properties=species:S:1:pos:R:3:forces:R:3
Os -0.32016 -1.19696 0.90168 -0.8 0.5 0.0
S 3.92224 -1.28716 7.21628 -0.7 0.0 -0.9
N 2.35854 -1.59286 6.99948 -0.7 -0.2 0.3
C 2.04284 -1.39226 5.72648 1.3 0.3 0.4
C 0.76674 -1.59536 5.10728 -0.4 0.0 -0.7
C -0.37526 -2.03216 5.78298 -0.1 0.0 -0.4
C -1.52416 -2.25866 5.04958 0.2 0.0 0.1
C -1.50856 -2.07006 3.67198 -0.3 -0.1 0.0
N -0.44466 -1.62356 3.01268 0.3 0.0 0.5
C 0.68134 -1.35756 3.71658 -0.3 -0.2 0.9
C 1.79384 -0.83366 2.97418 0.9 0.2 0.0
N 1.57654 -0.52406 1.66918 -0.1 -0.1 0.2
C 2.60974 -0.12126 0.92828 0.0 0.1 -0.3
C 3.89654 -0.00386 1.43308 0.1 -0.1 0.4
C 4.13464 -0.27476 2.76838 -0.3 0.0 -0.3
C 3.06424 -0.68116 3.56628 -0.5 0.1 -0.7
C 3.17324 -0.97076 4.96208 -0.1 -0.3 1.3
N 4.27214 -0.88516 5.69938 0.5 0.2 -0.4
H -0.33616 -2.17876 6.85228 0.0 -0.1 0.1
H -2.42636 -2.59646 5.53228 -0.1 0.0 0.0
H -2.38776 -2.27916 3.07818 0.0 0.0 0.0
H 2.38234 0.11944 -0.10312 0.0 0.0 0.0
H 4.69844 0.29774 0.77908 0.0 0.1 -0.1
H 5.11454 -0.19736 3.21058 0.2 0.1 0.0
N 4.55844 5.07334 -3.80852 0.3 0.2 -0.1
C 3.51604 4.28294 -3.48912 -0.3 -0.4 0.0
C 2.72374 3.69524 -4.49732 0.0 0.0 0.2
C 1.67984 2.86324 -4.16182 0.0 0.0 -0.1
C 1.40254 2.60794 -2.82682 -0.8 -0.8 0.1
C 2.15914 3.17944 -1.81432 0.1 0.1 0.0
C 3.21074 4.00624 -2.13892 -0.1 -0.1 -0.1
S -0.02686 1.63294 -2.44212 0.5 0.4 -0.4
O -0.92386 2.33614 -1.57432 0.1 0.0 0.2
O -0.56916 1.04324 -3.63632 0.3 0.2 -0.1
N 0.59824 0.40794 -1.39512 0.4 0.8 0.1
C -0.13196 -0.52996 -0.99822 0.0 0.2 -0.5
N -0.23256 -1.91746 -3.49302 0.5 0.1 0.4
C 0.55004 -2.87286 -2.92962 -0.3 -0.1 -0.2
C 0.47294 -3.68546 -1.83562 0.1 0.1 0.2
C -0.26526 -3.77736 -0.60422 0.3 -0.9 -0.5
N -0.72996 -2.90106 0.18408 -0.5 0.4 0.2
H 4.75744 5.30414 -4.76722 0.0 0.0 0.1
H 5.10124 5.52394 -3.09212 0.0 0.0 -0.1
H 2.93394 3.91494 -5.53382 0.0 0.0 -0.1
H 1.05894 2.40074 -4.91262 0.0 0.0 -0.2
H 1.90644 2.96664 -0.78852 0.0 0.1 0.2
H 3.80394 4.46484 -1.36252 0.1 0.0 0.1
H 1.35504 -3.13646 -3.60662 0.0 0.0 0.0
H 1.16374 -4.51956 -1.90022 0.0 0.0 -0.1
H -0.33626 -4.81826 -0.25722 -0.1 0.1 0.1
C 0.00564 -1.61776 -4.89942 0.1 0.2 -0.7
C -1.40226 -1.38966 -2.95762 -1.2 -0.4 -0.6
C -2.59686 -1.40236 -3.64772 0.7 -0.2 0.3
C -3.74066 -0.86846 -3.04692 0.1 0.2 0.4
C -3.69406 -0.39786 -1.76202 0.1 0.0 -0.2
C -2.48116 -0.43976 -1.03822 -0.4 -0.4 -0.6
N -1.35996 -0.85576 -1.71932 -0.4 0.1 0.1
N -2.29666 -0.14406 0.22308 1.4 -0.6 0.8
Si -3.36696 0.78734 1.26708 -0.4 0.4 0.6
C -4.08996 2.31744 0.40698 0.4 -0.7 0.2
C -2.10346 1.33504 2.59428 -0.5 -0.2 -0.3
C -4.75096 -0.40826 1.84098 0.7 0.7 -0.2
H -0.41586 -2.39106 -5.54502 0.0 0.0 0.0
H 1.07584 -1.55646 -5.08582 0.0 0.0 0.1
H -0.43536 -0.65196 -5.13442 0.1 -0.1 0.0
H -2.64846 -1.83906 -4.62752 0.1 -0.1 -0.2
H -4.67056 -0.85336 -3.59462 -0.1 0.0 0.0
H -4.57196 -0.02056 -1.26882 -0.1 0.0 0.1
H -3.30526 2.86944 -0.10412 0.2 0.1 -0.1
H -4.54286 2.97634 1.14258 0.0 0.1 0.2
H -4.85896 2.07774 -0.32062 -0.1 -0.1 -0.1
H -1.09606 0.98234 2.33858 -0.1 0.1 0.0
H -2.34926 0.98764 3.59218 0.0 -0.1 0.2
H -2.06446 2.42034 2.62788 0.0 0.2 0.0
H -5.54666 -0.44966 1.10238 -0.1 0.0 -0.1
H -5.18926 -0.05146 2.76678 -0.1 0.1 0.2
H -4.40476 -1.42536 1.99658 0.2 -0.1 0.0
```
Forces are in eV/Å.

Calculated values
Total charge: +2
E_tot in eV: -83630.122
Expectation value of S²: 6.036
Energy above the lowest of the compared OMol25 structures with the same formula, charge and spin in eV: 3.7334
Orbital gap (alpha / beta) in eV: 6.3 / 4.8
Spin multiplicity: 5

Löwdin atomic charges, in units of e:
1. Os 1.638
2. S 1.110
3. N -0.206
4. C -0.285
5. C -0.057
6. C 0.062
7. C 0.009
8. C -0.090
9. N -0.068
10. C -0.136
11. C -0.132
12. N -0.048
13. C -0.083
14. C 0.008
15. C 0.061
16. C -0.063
17. C -0.290
18. N -0.207
19. H 0.138
20. H 0.127
21. H 0.114
22. H 0.090
23. H 0.125
24. H 0.136
25. N 0.141
26. C -0.301
27. C -0.004
28. C -0.056
29. C -0.312
30. C -0.071
31. C -0.011
32. S 0.703
33. O -0.254
34. O -0.280
35. N -0.008
36. C -0.421
37. N -0.067
38. C -0.045
39. C -0.054
40. C -0.217
41. N -0.105
42. H 0.115
43. H 0.113
44. H 0.120
45. H 0.114
46. H 0.111
47. H 0.115
48. H 0.139
49. H 0.110
50. H 0.132
51. C -0.011
52. C -0.232
53. C 0.032
54. C 0.011
55. C 0.033
56. C -0.368
57. N 0.043
58. N -0.093
59. Si 0.500
60. C -0.147
61. C -0.159
62. C -0.153
63. H 0.109
64. H 0.107
65. H 0.087
66. H 0.128
67. H 0.132
68. H 0.104
69. H 0.030
70. H 0.041
71. H 0.027
72. H -0.019
73. H 0.026
74. H 0.037
75. H 0.029
76. H 0.033
77. H 0.011

---

No. 2
A molecular structure, C31H30NO7PSiY, computed with ωB97M-V/def2-TZVPD.

```
72
Properties=species:S:1:pos:R:3:forces:R:3
Y -0.58335 0.27852 2.07171 1.2 0.1 -1.4
O -2.79588 0.58651 5.46470 -0.4 0.3 0.7
C -2.26175 0.23503 4.45866 0.4 -0.1 -1.3
O -1.99773 0.98642 3.38752 -1.2 0.0 2.0
C -1.79038 -1.25917 4.25118 0.7 0.5 -0.8
O -2.27979 -2.15516 4.87806 -0.2 -0.6 0.3
O -0.86264 -1.37311 3.30612 -1.0 -1.0 1.5
C -1.16998 4.26196 -0.68413 0.0 0.4 -0.7
Si -1.54852 3.04846 0.66745 0.3 -0.5 -0.1
C -3.21455 3.47217 1.30545 -0.9 0.2 0.3
C -0.27544 3.35638 2.01152 -0.1 0.0 0.1
N -1.43592 1.35641 0.30644 -0.7 0.2 -1.1
C -2.24298 0.69912 -0.61016 0.3 0.5 0.1
C -3.02349 1.34601 -1.59574 -0.1 0.1 0.0
C -3.83699 0.65932 -2.49102 0.1 0.1 0.2
C -3.92185 -0.72209 -2.42838 0.1 -0.1 0.1
C -3.16808 -1.40140 -1.47082 -0.1 0.1 -0.1
C -2.33282 -0.70968 -0.61544 0.0 -0.3 0.1
O -1.58770 -1.37170 0.39475 -0.3 0.2 -0.2
C -1.30079 -2.73474 0.25838 -0.2 0.6 0.0
C -0.76759 -3.22145 -0.91719 0.1 -0.2 -0.2
C -0.46277 -4.57261 -1.00985 -0.1 -0.1 0.0
C -0.67429 -5.42103 0.07267 0.0 0.1 0.0
C -1.19604 -4.89975 1.25394 0.0 0.1 0.0
C -1.52227 -3.54962 1.35152 -0.1 -0.3 0.1
H -1.67543 5.21619 -0.44570 0.2 -0.3 -0.1
H -1.50401 3.94114 -1.68456 0.1 0.2 0.3
H -0.09487 4.44903 -0.72934 0.0 0.0 -0.1
H -3.24165 4.50765 1.68183 -0.1 -0.3 -0.1
H -3.45538 2.79022 2.13093 0.0 0.2 -0.1
H -3.98541 3.36868 0.52553 0.2 0.0 0.2
H -0.04314 4.42590 2.04779 0.0 -0.1 0.0
H 0.67136 2.83629 1.83693 0.1 0.1 0.0
H -0.66700 3.07169 2.99279 0.1 0.0 0.0
H -2.99508 2.43394 -1.63899 0.0 -0.3 0.0
H -4.41528 1.21486 -3.22602 0.1 -0.1 0.1
H -4.56488 -1.27529 -3.10124 0.0 0.0 0.0
H -3.24771 -2.47534 -1.39297 0.0 -0.1 0.0
H -0.57705 -2.55084 -1.74682 -0.1 0.0 0.0
H -0.04893 -4.95625 -1.93604 0.0 0.0 0.1
H -0.43107 -6.47757 -0.00246 0.0 0.1 0.0
H -1.35783 -5.53974 2.11526 0.0 0.0 -0.1
H -1.91927 -3.13332 2.26727 0.0 0.0 0.0
O 3.52740 0.30365 3.53790 -0.2 0.0 -0.1
C 2.64352 0.12687 2.72245 -0.8 0.6 0.5
O 1.42857 0.63020 2.76570 1.4 -0.1 0.3
C 2.87682 -0.72853 1.49703 -0.1 -0.1 -0.3
P 1.65162 -0.26132 0.21157 0.9 -0.1 -0.8
C 2.30851 1.35872 -0.34762 0.2 0.0 0.1
C 1.73249 1.91581 -1.48697 -0.2 0.2 -0.1
C 2.26182 3.06278 -2.06486 -0.1 0.1 0.1
C 3.33641 3.71529 -1.47244 0.0 0.0 0.0
C 3.88105 3.20464 -0.29939 -0.1 -0.1 0.0
C 3.38208 2.02550 0.25299 0.0 0.0 -0.1
C 2.20885 -1.34053 -1.20508 0.1 -0.3 0.1
C 2.20426 -2.72442 -0.97072 0.1 0.1 0.0
C 2.59196 -3.63151 -1.94944 0.0 0.1 0.1
C 2.98019 -3.17964 -3.20507 0.0 0.1 0.0
C 2.98105 -1.81387 -3.46049 -0.1 0.0 0.2
C 2.60326 -0.90402 -2.47126 0.1 -0.1 0.0
H 2.68927 -1.75980 1.78410 0.0 -0.2 0.0
H 3.90166 -0.64589 1.16904 0.3 -0.1 -0.1
H 0.85962 1.43873 -1.93199 0.1 0.1 0.1
H 1.81231 3.46172 -2.96556 0.0 0.0 0.0
H 3.73874 4.62309 -1.91711 -0.1 -0.2 0.1
H 4.70871 3.71478 0.18419 -0.1 -0.1 0.0
H 3.84510 1.64415 1.15809 -0.1 0.0 -0.1
H 1.87909 -3.10947 -0.00721 0.1 0.1 -0.1
H 2.57547 -4.69522 -1.72973 0.0 0.1 0.0
H 3.27800 -3.88521 -3.97596 0.0 0.1 0.1
H 3.28002 -1.44461 -4.43531 0.0 0.0 0.1
H 2.63841 0.15602 -2.69842 0.0 -0.2 0.0
```
Forces are in eV/Å.

Calculated values
Total charge: -1
E_tot in eV: -66675.884
Energy above the lowest of the compared OMol25 structures with the same formula, charge and spin in eV: 0.1540
Orbital gap in eV: 7.4

Löwdin atomic charges, in units of e:
1. Y 1.372
2. O 0.106
3. C -0.519
4. O -0.204
5. C -0.530
6. O 0.091
7. O -0.203
8. C -0.178
9. Si 0.323
10. C -0.172
11. C -0.172
12. N -0.186
13. C -0.293
14. C -0.048
15. C -0.112
16. C -0.114
17. C -0.033
18. C -0.181
19. O -0.097
20. C -0.265
21. C -0.050
22. C -0.099
23. C -0.093
24. C -0.062
25. C 0.016
26. H 0.036
27. H 0.022
28. H 0.014
29. H 0.037
30. H 0.030
31. H 0.032
32. H 0.044
33. H 0.011
34. H 0.031
35. H 0.077
36. H 0.096
37. H 0.090
38. H 0.114
39. H 0.132
40. H 0.101
41. H 0.097
42. H 0.107
43. H 0.107
44. O 0.051
45. C -0.696
46. O -0.235
47. C -0.250
48. P 1.079
49. C -0.350
50. C -0.141
51. C -0.095
52. C -0.093
53. C -0.075
54. C -0.059
55. C -0.319
56. C -0.127
57. C -0.101
58. C -0.097
59. C -0.087
60. C -0.078
61. H 0.094
62. H 0.094
63. H 0.114
64. H 0.104
65. H 0.099
66. H 0.102
67. H 0.101
68. H 0.104
69. H 0.103
70. H 0.098
71. H 0.098
72. H 0.084

---

No. 3
A molecular structure, C31H31AsCuN4O8S3, computed with ωB97M-V/def2-TZVPD.

```
79
Properties=species:S:1:pos:R:3:forces:R:3
Cu -0.50214 0.10990 1.07345 -0.4 -0.8 0.8
S 1.72333 0.16800 1.39432 1.0 0.0 -0.5
C 1.92211 1.22844 0.08759 0.2 -0.1 0.0
N 2.70559 1.01778 -0.95688 -0.2 -0.2 0.1
C 2.76062 1.98579 -2.05201 0.0 0.0 0.0
C 2.77550 3.36686 -1.47998 0.0 0.1 0.0
N 1.60174 3.54320 -0.63596 -0.1 0.0 0.0
C 0.87986 4.82028 -0.77883 0.0 0.0 0.1
C -0.04009 4.76689 -1.97651 0.0 0.0 0.0
C 0.41191 5.14687 -3.23613 0.0 0.0 0.0
C -0.40135 5.00360 -4.35209 0.0 0.0 0.0
C -1.67867 4.48198 -4.21744 0.0 0.0 0.0
C -2.15085 4.12878 -2.96030 0.0 0.0 0.0
C -1.33993 4.27674 -1.84442 0.0 0.0 0.0
C 1.15108 2.55213 0.12906 -0.2 0.2 0.0
S -0.16779 2.71319 1.12863 0.1 -0.1 -0.1
C 3.47017 -0.22958 -1.20703 -0.2 0.0 0.2
C 3.27951 -0.73109 -2.62042 0.1 0.1 0.2
C 2.05438 -1.24459 -3.02690 0.0 0.0 -0.1
C 1.89384 -1.68972 -4.33086 0.0 0.0 0.0
C 2.94964 -1.62689 -5.23033 0.0 0.0 0.0
C 4.17476 -1.11901 -4.82585 0.0 0.0 0.0
C 4.33689 -0.67040 -3.52270 0.0 0.0 0.0
H 1.89488 1.83665 -2.70273 0.0 0.0 0.0
H 3.65810 1.79170 -2.63500 0.0 0.0 0.0
H 2.73262 4.09793 -2.28335 0.0 0.0 0.0
H 3.68302 3.54665 -0.89567 0.0 0.0 0.0
H 1.63151 5.60247 -0.89016 0.0 0.0 0.0
H 0.32596 4.99851 0.13888 0.0 0.0 0.0
H 1.40043 5.57858 -3.34958 0.0 0.0 0.0
H -0.03708 5.30386 -5.32570 0.0 0.0 0.0
H -2.31062 4.36289 -5.08725 0.0 0.0 0.0
H -3.15405 3.73940 -2.84456 0.0 0.0 0.0
H -1.71521 4.01451 -0.86439 0.0 0.0 0.0
H 3.14517 -0.95522 -0.46582 0.0 0.0 0.0
H 4.52338 0.00322 -1.03287 0.0 0.0 0.1
H 1.22909 -1.31090 -2.33490 -0.2 0.0 0.2
H 0.93943 -2.09970 -4.63436 0.0 0.0 0.0
H 2.82044 -1.98276 -6.24452 0.0 0.0 0.0
H 5.00407 -1.07646 -5.52000 0.0 0.0 0.0
H 5.29856 -0.28341 -3.20094 0.0 0.0 0.0
O -1.06198 0.79110 -1.24868 -0.3 0.4 0.0
As -2.73950 0.59732 -0.48735 -0.8 -0.1 -1.1
O -3.11775 -0.92814 -1.39743 0.2 -0.1 -0.1
O -2.37463 -0.09798 1.00124 0.5 0.5 0.3
C -3.44534 -2.10244 -0.78521 0.0 0.0 -0.1
C -4.77581 -2.50045 -0.94751 0.0 0.0 0.0
C -5.24728 -3.69004 -0.43353 0.0 0.0 0.0
C -4.38556 -4.52762 0.26229 0.0 0.0 0.0
C -3.06643 -4.15473 0.41484 0.0 0.0 0.0
C -2.57357 -2.95115 -0.09429 0.0 0.0 0.1
S -0.82030 -2.76541 0.21211 0.2 0.0 -0.2
O -0.37202 -1.50349 -0.42483 0.1 0.4 0.4
O -0.21585 -3.92686 -0.38894 0.0 0.0 0.0
O -0.65947 -2.66939 1.66338 -0.1 -0.1 -0.1
H -1.08499 1.67724 -1.63791 0.1 0.0 0.0
H -5.42617 -1.83508 -1.50052 0.0 0.0 0.0
H -6.28433 -3.96482 -0.57841 0.0 0.0 0.0
H -4.73531 -5.46402 0.67572 0.0 0.0 0.0
H -2.37666 -4.80693 0.93494 0.0 0.0 0.0
O 1.04929 -5.31961 5.02596 0.1 0.0 0.1
C -0.03691 -4.77849 5.75317 0.0 0.0 0.0
N -0.24963 -3.45678 5.23382 0.0 0.0 0.0
C -0.50526 -2.40338 6.04511 0.0 0.0 0.0
O -0.62244 -2.50839 7.25509 0.0 0.0 0.0
C -0.64605 -1.06315 5.37949 0.0 0.0 0.0
C -0.75125 0.06900 6.17421 0.0 0.0 0.0
C -0.89043 1.30199 5.56096 0.0 0.0 0.0
C -0.90173 1.36018 4.17619 0.0 0.0 0.0
N -0.79615 0.28010 3.40805 0.2 -0.1 -0.2
C -0.68852 -0.90759 4.00338 -0.1 0.0 0.1
H 1.18678 -6.22840 5.30887 0.0 0.0 0.0
H 0.17863 -4.68625 6.81837 0.0 0.0 0.0
H -0.93384 -5.39373 5.61671 0.0 0.0 0.0
H -0.12229 -3.34078 4.23910 -0.1 0.0 0.0
H -0.73041 -0.04279 7.25011 0.0 0.0 0.0
H -0.98956 2.20918 6.14032 0.0 0.0 0.0
H -0.99775 2.30965 3.66362 0.0 0.0 0.0
H -0.66933 -1.74495 3.32213 0.0 0.0 0.0
```
Forces are in eV/Å.

Calculated values
E_tot in eV: -192975.889
Expectation value of S²: 0.754
Energy above the lowest of the compared OMol25 structures with the same formula, charge and spin in eV: 0.2487
Orbital gap (alpha / beta) in eV: 6.4 / 6.3
Spin multiplicity: 2

Löwdin atomic charges, in units of e:
1. Cu 0.201
2. S 0.827
3. C -0.598
4. N -0.054
5. C -0.092
6. C -0.102
7. N -0.087
8. C -0.112
9. C -0.204
10. C -0.051
11. C -0.073
12. C -0.074
13. C -0.068
14. C -0.060
15. C -0.638
16. S 0.814
17. C -0.079
18. C -0.232
19. C -0.006
20. C -0.054
21. C -0.081
22. C -0.082
23. C -0.060
24. H 0.153
25. H 0.133
26. H 0.118
27. H 0.146
28. H 0.133
29. H 0.087
30. H 0.108
31. H 0.106
32. H 0.107
33. H 0.110
34. H 0.082
35. H 0.098
36. H 0.136
37. H 0.108
38. H 0.113
39. H 0.104
40. H 0.103
41. H 0.111
42. O -0.415
43. As 1.142
44. O -0.312
45. O -0.581
46. C -0.332
47. C -0.023
48. C -0.086
49. C -0.089
50. C -0.070
51. C -0.180
52. S 0.487
53. O -0.406
54. O -0.297
55. O -0.354
56. H -0.024
57. H 0.114
58. H 0.101
59. H 0.100
60. H 0.113
61. O -0.032
62. C -0.241
63. N 0.105
64. C -0.432
65. O 0.058
66. C -0.087
67. C 0.009
68. C -0.036
69. C -0.134
70. N 0.032
71. C -0.054
72. H 0.087
73. H 0.122
74. H 0.130
75. H 0.128
76. H 0.123
77. H 0.106
78. H 0.067
79. H 0.072